Entry 1:
An isolated molecule of C9H14N2O5 at a distorted geometry. Source: the Open Molecules 2025 dataset; level of theory: wB97M-V/def2-TZVPD.

The energy above the lowest of the compared OMol25 structures with the same formula, charge and spin is 683.08 kJ/mol. The SMILES is O=C(O)C[C@H](NC(=O)[C@@H]1CCCN1)C(=O)O. As for the LUMO energy: 0.2 eV. The value obtained for the HOMO-LUMO gap is 8.76 eV.

The geometry in XYZ format:
```
30
C9H14N2O5 wB97M-V/def2-TZVPD
O 3.94717 -1.14239 -0.69702
C 3.16063 -1.07342 -1.84603
O 4.01588 -1.39981 -2.84471
C 1.71601 -0.52406 -2.13925
C 1.05363 -0.06277 -0.71200
N 0.06597 1.02835 -0.86680
C -1.25454 1.10956 -0.48500
O -1.89267 2.02776 -0.54727
C -1.59949 -0.26802 0.08610
C -2.98689 -0.10515 0.41623
C -3.06506 -0.53597 1.95456
C -1.87118 0.26081 2.40513
N -0.89528 -0.35217 1.38453
C 1.95182 0.33289 0.34334
O 1.68021 0.22896 1.55504
O 2.86222 1.25643 -0.02245
H 4.78933 -1.91965 -2.31834
H 0.98773 -1.09035 -2.90022
H 2.03717 0.36293 -2.75278
H 0.56135 -0.88166 -0.06655
H 0.73896 1.76540 -1.33520
H -1.43333 -1.03141 -0.74420
H -3.14902 0.94587 0.12536
H -3.64545 -0.61355 -0.29742
H -2.92229 -1.57416 2.02884
H -4.13055 -0.19927 2.23405
H -2.24175 1.32079 2.28413
H -1.43002 0.14248 3.41226
H 0.00824 -0.03398 1.49691
H 2.94120 2.02557 0.84879
```

Entry 2:
C19H40FeN3O2P as an isolated structure. Source: the Open Molecules 2025 dataset; level of theory: wB97M-V/def2-TZVPD.

Its net charge is +1. The energy above the lowest of the compared OMol25 structures with the same formula, charge and spin is 0.00 kJ/mol. As for the LUMO energy (spin up / spin down): -2.4 / -3.7 eV. The value obtained for the HOMO-LUMO gap (spin up / spin down) is 9.28 / 8.21 eV. As for the multiplicity: 6.

The geometry in XYZ format:
```
66
C19H40FeN3O2P wB97M-V/def2-TZVPD
Fe 1.23408 1.54985 -0.02623
N 0.63712 3.45119 -0.82655
C 1.78980 3.89043 -1.65924
C 2.59278 2.66512 -2.13179
O 3.10597 2.60528 -3.21495
O 2.66720 1.72147 -1.20412
H -0.17051 3.25773 -1.41060
H 0.35639 4.17763 -0.17699
H 2.45249 4.48199 -1.02604
H 1.48687 4.49976 -2.50801
C -1.78297 -1.71081 -3.68570
C -0.81623 -0.71445 -3.03796
C 0.55648 -0.83873 -3.71843
C -1.28387 0.72130 -3.33558
P -0.59115 -0.93926 -1.18901
N 0.03381 0.42225 -0.61658
C 0.60805 -2.33634 -0.82127
C 2.05690 -1.89739 -1.08364
C 0.31969 -3.60527 -1.63379
C 0.52050 -2.68314 0.67211
C -2.22534 -1.23791 -0.31272
C -2.79755 -2.64491 -0.50682
C -3.25561 -0.21311 -0.81405
C -2.05675 -0.96325 1.19288
H -1.76390 -1.54836 -4.76554
H -2.81239 -1.57442 -3.35909
H -1.49950 -2.74801 -3.50993
H 0.43582 -0.53367 -4.75945
H 0.93483 -1.85788 -3.72604
H 1.30053 -0.17917 -3.26958
H -1.22125 0.87064 -4.41489
H -0.62258 1.44671 -2.86293
H -2.30657 0.92336 -3.03498
H 2.30038 -1.80536 -2.13696
H 2.71312 -2.65968 -0.65926
H 2.30191 -0.94851 -0.60580
H 0.50891 -3.46883 -2.69640
H -0.69948 -3.96996 -1.50813
H 0.99264 -4.39204 -1.28533
H 0.64835 -1.80364 1.30548
H 1.32862 -3.38048 0.89926
H -0.41319 -3.17480 0.93611
H -2.93022 -2.91029 -1.55551
H -3.78203 -2.67995 -0.03469
H -2.18707 -3.41055 -0.03134
H -3.57110 -0.39287 -1.83847
H -2.88429 0.80849 -0.72835
H -4.14284 -0.29767 -0.18412
H -1.57156 -1.77865 1.72329
H -3.05285 -0.84312 1.62315
H -1.49833 -0.04474 1.36998
C 1.61009 0.52463 5.16158
C 1.20681 1.90876 4.62983
C 2.20707 2.98240 5.08109
C -0.22290 2.26687 5.05556
C 1.23793 1.84649 3.15878
N 1.25914 1.80017 2.01328
H 1.59152 0.56228 6.25012
H 2.61602 0.25348 4.84354
H 0.91424 -0.24623 4.83158
H 2.19816 3.01652 6.16993
H 1.93209 3.96700 4.70434
H 3.21877 2.74815 4.75246
H -0.25423 2.29570 6.14425
H -0.94007 1.52279 4.71032
H -0.51873 3.24502 4.67789
```

Entry 3:
A 4-piece molecular cluster, H7O4 overall at a distorted geometry. Source: the Open Molecules 2025 dataset; level of theory: wB97M-V/def2-TZVPD.

Its net charge is -1. The energy above the lowest of the compared OMol25 structures with the same formula, charge and spin is 52.32 kJ/mol. As for the LUMO energy: 4.4 eV. The value obtained for the HOMO-LUMO gap is 8.51 eV.

The geometry in XYZ format:
```
11
H7O4 wB97M-V/def2-TZVPD
O -0.49917 0.40129 -0.57198
H -0.90089 0.65320 -1.41670
O 1.23891 -0.46452 1.53869
H 1.43561 -1.34435 1.10838
H 0.68991 0.02899 0.87312
O 1.56049 0.00981 -2.44625
H 0.99055 0.39767 -1.75587
H 1.77401 -0.85915 -2.11795
O -2.24003 0.20083 1.63111
H -1.51310 0.12704 0.97804
H -2.95776 -0.18261 1.11838
```